An isolated ion of composition C9H17Cl2N2O and charge +1, computed with ωB97M-V with the def2-TZVPD basis set.

Geometry (Å):
C (0.193710, 2.113125, 0.469501)
C (-0.232789, -0.549966, 0.549176)
C (-2.382389, 0.932290, -1.288007)
C (-2.857066, 2.379111, 0.709419)
C (1.905574, -2.944883, 0.797703)
C (2.015254, -2.269884, -1.663950)
C (1.523599, 2.088051, 1.198872)
C (-2.077487, 1.170287, 0.190017)
C (1.258264, -2.365222, -0.395284)
N (-0.643496, 1.046315, 0.486127)
N (0.880209, -0.893592, -0.101678)
O (-0.150203, 3.137155, -0.001336)
Cl (-1.184285, -1.581142, 1.249822)
Cl (2.776573, 1.321198, 0.067536)
H (-3.196946, 0.150241, -1.415853)
H (-2.967149, 1.735475, -1.778388)
H (-1.516726, 0.588114, -1.893890)
H (-2.468303, 3.256128, 0.044404)
H (-2.754184, 2.700928, 1.643663)
H (-3.852534, 2.199004, 0.327906)
H (2.996006, -2.715664, 0.802468)
H (1.375077, -2.609149, 1.807607)
H (1.727152, -4.068161, 0.782026)
H (3.038974, -1.944464, -1.332564)
H (1.501163, -1.455840, -2.193235)
H (2.092069, -3.264145, -2.212747)
H (1.735746, 1.589056, 2.070145)
H (2.004003, 3.084680, 1.316793)
H (-2.530492, 0.241937, 0.774717)
H (0.270763, -2.932003, -0.457539)
H (1.519912, -0.138980, -0.553429)

Cartesian forces (eV/Å) of the 2 atoms listed first:
1.58 -0.39 1.57
4.44 6.29 -3.46

Calculated values
Structure (SMILES) ... CC(C)/[NH+]=C(\Cl)N(C(=O)CCl)C(C)C
Relative energy (zero: lowest compared OMol25 entry of this formula, charge and spin) ... 0.00 kcal per mole
Net charge ... +1
2S+1 ... 1
Lowest unoccupied orbital energy ... -4.611 eV